{"formula": "C32H37AuCl3N3O3Si", "method": "the ωB97M-V functional and the def2-TZVPD basis", "spin_multiplicity": 3, "total_charge": 0, "relative_energy_kcal_mol": 36.6, "molar_mass_g_mol": 843.08, "homo_ha": [-0.3091, -0.3168], "max_force_ev_per_a": 3.21, "homo_lumo_gap_ev": [7.75, 6.44], "total_energy_ev": -93536.6562, "elements": ["Au", "C", "C", "C", "C", "C", "C", "C", "C", "C", "C", "C", "C", "N", "C", "O", "C", "C", "C", "C", "C", "N", "C", "O", "N", "C", "C", "C", "C", "C", "C", "C", "C", "C", "C", "C", "C", "H", "H", "H", "H", "H", "H", "H", "H", "H", "H", "H", "H", "H", "H", "H", "H", "H", "H", "H", "H", "H", "H", "H", "H", "H", "H", "H", "H", "H", "H", "H", "H", "H", "H", "H", "H", "H", "Cl", "Si", "Cl", "Cl", "O", "C"], "xyz": [[-0.08369, 0.16673, 0.13513], [-5.44407, 1.88524, -0.01495], [-3.97246, 1.63210, -0.24761], [-3.19396, 2.75402, -0.87609], [-3.79440, 0.43963, -1.07506], [-4.45113, 0.24897, -2.32535], [-4.42715, -0.94945, -2.99852], [-3.62878, -1.96814, -2.51557], [-2.92444, -1.81339, -1.35821], [-2.09077, -2.91931, -0.80606], [-0.84977, -3.10910, -1.63376], [-2.90313, -4.17324, -0.58051], [-3.01431, -0.62501, -0.67036], [-2.05879, -0.40454, 0.43226], [-2.44440, -0.50778, 1.70528], [-3.57281, -0.78059, 2.09161], [-1.31698, -0.20195, 2.70720], [-1.44381, -0.03296, 4.07360], [-0.31456, 0.31522, 4.80518], [0.90897, 0.58870, 4.21876], [0.96276, 0.44883, 2.84960], [-0.13899, 0.03712, 2.20192], [2.18842, 0.62620, 1.92770], [3.33272, 0.73523, 2.37013], [1.85062, 0.60032, 0.59328], [2.91371, 0.53392, -0.33846], [3.08147, 1.63910, -1.16343], [4.04641, 1.52809, -2.24226], [4.75137, 0.33141, -2.40300], [4.54651, -0.72006, -1.58638], [3.65905, -0.64304, -0.50007], [3.45637, -1.84991, 0.41714], [4.77323, -2.40240, 1.03377], [2.70420, -2.98169, -0.28915], [2.23722, 2.87196, -1.01087], [1.09044, 2.97820, -2.04613], [3.08413, 4.12748, -1.01596], [-5.56354, 2.67928, 0.72245], [-5.89169, 0.92891, 0.33728], [-5.96057, 2.19061, -0.87782], [-3.51102, 1.49438, 0.73626], [-3.56091, 3.01471, -1.85319], [-2.15274, 2.37724, -1.00455], [-3.12587, 3.70586, -0.33092], [-5.11210, 1.00960, -2.71262], [-4.99230, -1.11499, -3.89597], [-3.58607, -2.89129, -3.06093], [-1.74068, -2.62411, 0.17213], [-1.04360, -3.32336, -2.65365], [-0.26772, -3.99190, -1.27757], [-0.12869, -2.24513, -1.70225], [-3.34470, -4.59945, -1.50471], [-3.73080, -3.95660, 0.08426], [-2.31188, -4.99787, -0.19534], [-2.41859, -0.29450, 4.50569], [-0.45034, 0.43127, 5.87799], [1.79536, 0.86714, 4.69635], [4.28471, 2.30374, -2.92231], [5.46719, 0.36574, -3.24816], [5.03224, -1.63948, -1.71645], [2.89567, -1.52661, 1.27226], [5.36082, -3.00421, 0.29181], [4.53783, -3.08836, 1.88795], [5.41604, -1.60847, 1.32222], [3.23938, -3.30926, -1.15195], [1.72040, -2.56676, -0.64628], [2.46277, -3.87176, 0.32595], [1.84797, 2.74353, -0.00025], [1.57497, 3.27666, -3.00032], [0.39110, 3.78296, -1.82776], [0.54072, 2.05232, -2.13878], [3.23257, 4.44784, -2.03151], [4.05253, 4.04019, -0.52592], [2.48625, 4.94066, -0.52915], [1.50778, 4.02184, 2.52793], [-0.18955, 3.67031, 1.49058], [-0.48591, 5.24342, 0.26276], [-1.88212, 3.36340, 2.66678], [2.83220, -5.24289, 4.38318], [3.25365, -5.46055, 3.37973]], "lowdin_spin": [0.5409, 0.0006, 0.0011, 0.0053, 0.0073, -0.0012, 0.0060, -0.0012, 0.0069, 0.0016, 0.0069, 0.0004, 0.0115, 0.0382, 0.0054, 0.0059, 0.0141, 0.0103, -0.0056, 0.0085, 0.0179, 0.2248, 0.0063, 0.0081, 0.0565, 0.0140, 0.0133, -0.0025, 0.0083, -0.0011, 0.0100, 0.0010, 0.0003, 0.0010, 0.0166, 0.0149, 0.0014, 0.0001, 0.0000, 0.0000, -0.0001, 0.0002, 0.0065, 0.0001, -0.0002, 0.0004, -0.0002, 0.0005, 0.0002, 0.0001, 0.0089, 0.0000, 0.0000, 0.0000, 0.0020, -0.0003, 0.0015, -0.0004, 0.0005, -0.0002, 0.0001, 0.0000, 0.0000, 0.0000, 0.0000, 0.0013, 0.0000, 0.0197, 0.0003, 0.0003, 0.0147, 0.0004, 0.0001, 0.0005, 0.1222, 0.5071, 0.1207, 0.1386, 0.0000, 0.0000]}

=====

{"formula": "C32H37BrF21N4O7P2", "method": "the ωB97M-V functional and the def2-TZVPD basis", "spin_multiplicity": 1, "total_charge": 1, "relative_energy_kcal_mol": 0.0, "molar_mass_g_mol": 1130.48, "homo_ha": -0.4089, "max_force_ev_per_a": 7.57, "homo_lumo_gap_ev": 5.09, "total_energy_ev": -199752.0630, "elements": ["N", "C", "O", "C", "C", "C", "F", "F", "C", "F", "F", "C", "C", "C", "C", "N", "C", "C", "C", "C", "N", "C", "C", "F", "F", "C", "F", "F", "C", "F", "F", "C", "F", "F", "C", "F", "F", "C", "F", "F", "C", "F", "F", "C", "F", "F", "F", "C", "C", "P", "O", "O", "O", "N", "P", "O", "Br", "H", "H", "H", "H", "H", "H", "H", "H", "H", "H", "H", "H", "H", "H", "H", "H", "H", "C", "C", "O", "C", "C", "H", "H", "H", "H", "H", "H", "H", "H", "H", "H", "C", "C", "O", "C", "C", "H", "H", "H", "H", "H", "H", "H", "H", "H", "H"], "xyz": [[-1.75690, 1.94030, 3.99046], [-2.25224, 0.91611, 3.88591], [-2.53692, -0.38582, 3.56151], [-2.04677, -0.64550, 2.26816], [-0.63288, -0.80269, 2.14865], [0.39122, -0.80116, 3.31899], [-0.17684, -0.84938, 4.58159], [1.16436, -1.95950, 3.33293], [1.30428, 0.51353, 3.36205], [0.96036, 1.35577, 2.31171], [2.64451, 0.21883, 3.40861], [-0.13765, -0.95221, 0.74889], [1.32953, -1.03951, 0.62970], [1.87025, -1.15041, -0.68091], [3.44121, -1.27573, -0.76761], [4.10226, 0.03517, -0.98916], [0.96904, -1.11975, -1.86272], [1.83375, -1.13089, -3.18063], [2.23199, -2.63732, -3.56693], [1.58288, -3.74878, -2.67429], [1.86514, -5.10029, -3.26732], [-0.49240, -1.03855, -1.82462], [-1.14047, -0.94126, -3.18626], [-0.57468, -1.98766, -3.98578], [-2.42529, -1.16385, -3.56171], [-0.88030, 0.49413, -3.89719], [-2.02730, 1.21000, -3.51855], [0.13202, 1.21683, -3.33451], [-0.86212, 0.51578, -5.44700], [0.29952, 0.04327, -6.04014], [-1.84924, -0.22621, -6.06886], [-1.06965, 1.96428, -6.12095], [-2.36780, 2.38915, -6.02174], [-0.91116, 1.70342, -7.48088], [-0.01653, 3.05688, -5.75873], [-0.47339, 3.66328, -4.58808], [1.25044, 2.62365, -5.49630], [0.08626, 4.26729, -6.80510], [-1.10632, 4.47406, -7.45640], [0.26645, 5.41794, -6.05499], [1.27021, 4.16283, -7.83527], [1.55095, 2.88398, -8.24703], [0.82196, 4.79711, -8.98809], [2.60005, 4.92004, -7.44615], [3.60749, 4.35335, -8.19429], [2.97233, 4.79578, -6.14677], [2.58589, 6.23505, -7.75558], [-1.06862, -0.99220, -0.43164], [-2.50973, -0.96847, -0.13080], [-3.91702, -1.23624, -1.28952], [-5.25289, -1.66211, -0.73484], [-4.32938, -0.02222, -2.27003], [-3.59200, -2.73654, -2.00456], [-2.89573, -0.75334, 1.19850], [-4.65854, -0.57252, 1.74928], [-4.77148, 0.93193, 2.50199], [-5.09580, -2.22003, 3.26283], [1.07504, 1.09413, 4.29678], [2.04682, -1.01322, 1.47493], [3.75662, -2.03855, -1.52176], [3.78090, -1.66405, 0.23109], [4.59022, 0.29448, -0.12572], [4.87338, -0.16146, -1.63859], [2.73100, -0.45959, -3.07853], [1.28837, -0.71595, -4.05369], [1.89040, -2.80379, -4.62157], [3.34377, -2.73692, -3.54212], [2.02887, -3.72433, -1.63449], [0.47407, -3.68968, -2.57423], [2.58095, -5.55565, -2.69949], [1.02128, -5.66388, -3.13177], [-5.29138, 0.03085, -2.42342], [-3.09868, -3.29376, -1.37349], [-5.39643, 1.46540, 1.97625], [-0.24395, -5.46995, 3.92275], [0.34935, -6.84893, 4.15149], [1.76753, -6.86638, 4.13488], [2.41622, -6.06527, 5.11100], [2.07706, -6.44873, 6.54040], [0.10452, -5.05704, 2.97197], [-1.33491, -5.52421, 3.90279], [0.04096, -4.76751, 4.70805], [0.02580, -7.51229, 3.34697], [-0.02390, -7.28922, 5.08200], [2.21155, -5.00437, 4.92793], [3.48862, -6.20177, 4.95434], [1.01489, -6.31959, 6.75658], [2.63785, -5.82971, 7.24332], [2.32245, -7.49707, 6.72325], [-1.94680, 7.69085, 4.51783], [-1.52261, 7.24048, 5.90445], [-1.94377, 5.92347, 6.22990], [-1.46496, 4.88668, 5.39067], [0.04955, 4.77419, 5.36274], [-3.03240, 7.63159, 4.41210], [-1.63353, 8.72179, 4.34168], [-1.50777, 7.07031, 3.73453], [-1.97894, 7.89861, 6.64606], [-0.43899, 7.33398, 6.03517], [-1.87124, 4.99895, 4.37985], [-1.87930, 3.95687, 5.78530], [0.51849, 5.67535, 4.96382], [0.35644, 3.93311, 4.73648], [0.44031, 4.62215, 6.37169]], "lowdin_charge": [0.2722, -0.2261, -0.0204, -0.2273, 0.0851, -0.3223, 0.0965, 0.0907, -0.2316, 0.0542, 0.0808, 0.0102, 0.0691, -0.0640, -0.2063, 0.0145, -0.0336, -0.1078, -0.1479, -0.2751, -0.0060, 0.0244, -0.2909, 0.0618, 0.0794, -0.2628, 0.1006, 0.1380, -0.2597, 0.1212, 0.1407, -0.2709, 0.1512, 0.1192, -0.2682, 0.1091, 0.1464, -0.2625, 0.1423, 0.1269, -0.2640, 0.1377, 0.1224, -0.4598, 0.1378, 0.1532, 0.1714, 0.0139, -0.1137, 0.5841, -0.3617, -0.1158, -0.1329, -0.1152, 0.7272, -0.3132, 0.3628, 0.1767, 0.1185, 0.1108, 0.1270, 0.0809, 0.0832, 0.1241, 0.0823, 0.1212, 0.1105, 0.1124, 0.1054, 0.0674, 0.0669, 0.1221, 0.0872, 0.0726, -0.0886, -0.2777, -0.1589, -0.2806, -0.0771, 0.0718, 0.0752, 0.0616, 0.1196, 0.1097, 0.0987, 0.1196, 0.0656, 0.0795, 0.0855, -0.0813, -0.2772, -0.1585, -0.3063, -0.0806, 0.0817, 0.0789, 0.0628, 0.1201, 0.1065, 0.0985, 0.0953, 0.0673, 0.0502, 0.0842]}